<A>
Computed, not measured: a cluster of 2 separate species, C5H15NO in total, with wB97M-V/def2-TZVPD.

- LUMO energy (Eh) = 0.036
- charge = 0
- molar mass (g/mol) = 105.2
- highest occupied orbital energy (eV) = -9.20

Each line ends with the Mulliken charge.
CARTESIAN COORDINATES (ANGSTROEM)
C  -2.4860  -0.3160  0.8484  -1.184
C  -1.1597  -0.8228  1.4661  -0.394
C  0.0426  0.0951  1.3193  -0.874
N  0.3493  0.3737  -0.1162  -0.256
C  1.4452  1.2811  -0.2737  -0.549
C  1.6255  1.7288  -1.7395  -1.075
H  -2.3637  -0.2107  -0.2252  0.403
H  -2.9968  0.5205  1.3276  0.286
H  -3.1623  -1.1758  0.9803  0.343
H  -1.2747  -0.8534  2.5510  0.337
H  -1.0327  -1.8151  1.0398  0.318
H  0.8957  -0.3557  1.8297  0.358
H  -0.1577  0.9881  1.9603  0.474
H  -0.6000  0.5452  -0.4154  0.114
H  1.5643  2.1112  0.4499  0.387
H  2.3883  0.7673  -0.0307  0.317
H  2.1387  2.7048  -1.7141  0.321
H  2.3015  1.0606  -2.2638  0.262
H  0.6924  1.8614  -2.2719  0.336
O  0.1803  -2.1068  -1.3361  -0.675
H  0.3954  -1.3948  -0.6660  0.455
H  0.8582  -2.7646  -1.2299  0.300


<B>
Computed, not measured: a cluster of 2 separate species, C5H15NO in total, with wB97M-V/def2-TZVPD.

- LUMO energy (Eh) = 0.022
- charge = 0
- molar mass (g/mol) = 105.2
- highest occupied orbital energy (eV) = -9.45

Each line ends with the Mulliken charge.
CARTESIAN COORDINATES (ANGSTROEM)
C  1.5928  -0.0805  -0.4608  -1.454
C  0.6168  0.7958  0.3596  0.395
C  0.2676  0.1034  1.6661  -1.413
C  -0.6288  1.1619  -0.4793  0.193
C  -1.5114  2.1837  0.2052  -1.466
N  -1.4324  -0.0313  -0.8904  -0.667
H  1.7430  0.3564  -1.4485  0.365
H  1.2401  -1.1036  -0.6041  0.283
H  2.5537  -0.0388  0.0536  0.424
H  1.0922  1.7490  0.6123  0.287
H  -0.2565  0.7755  2.3574  0.388
H  -0.2541  -0.8396  1.5296  0.252
H  1.1688  -0.0741  2.2714  0.414
H  -0.2103  1.5984  -1.3969  0.351
H  -2.1948  2.6977  -0.4602  0.381
H  -1.9194  1.8549  1.1628  0.356
H  -0.8257  2.9840  0.5326  0.350
H  -0.8624  -0.8648  -0.8156  0.252
H  -2.1047  -0.0923  -0.1240  0.317
O  0.9643  -4.5778  -1.5295  -0.639
H  0.7424  -4.4367  -0.5942  0.310
H  0.2189  -4.1212  -1.9471  0.319


<C>
Computed, not measured: a cluster of 2 separate species, C5H15NO in total, with wB97M-V/def2-TZVPD.

- LUMO energy (Eh) = 0.024
- charge = 0
- molar mass (g/mol) = 105.2
- highest occupied orbital energy (eV) = -8.73

Each line ends with the Mulliken charge.
CARTESIAN COORDINATES (ANGSTROEM)
C  0.0573  -1.1374  -2.3488  -0.966
C  1.5174  -0.8174  -1.8847  -0.532
C  1.7531  -0.0761  -0.5306  -0.615
C  1.1008  1.2872  -0.4240  -0.535
N  0.8534  1.7843  0.9641  -0.418
C  -0.5490  1.5136  1.4013  -0.827
H  -0.2326  -0.4284  -3.1217  0.271
H  -0.6954  -0.9688  -1.5386  0.278
H  0.0537  -2.1042  -2.8829  0.299
H  2.2110  -1.6650  -2.1943  0.390
H  1.8138  0.0138  -2.5032  0.219
H  1.5167  -0.8073  0.2766  0.357
H  2.8292  0.0138  -0.3471  0.343
H  1.7414  1.9918  -0.9680  0.284
H  0.1466  1.3729  -0.9342  0.298
H  1.3616  1.2244  1.6863  0.277
H  -0.6207  0.7846  2.2034  0.286
H  -0.7237  2.4254  2.1111  0.283
H  -1.2881  1.5677  0.5858  0.309
O  -4.2135  -2.2877  3.6967  -0.644
H  -3.8113  -1.4005  3.7982  0.323
H  -4.8218  -2.2867  2.9546  0.321


<D>
Computed, not measured: a cluster of 2 separate species, C5H15NO in total, with wB97M-V/def2-TZVPD.

- LUMO energy (Eh) = 0.029
- charge = 0
- molar mass (g/mol) = 105.2
- highest occupied orbital energy (eV) = -8.58

Each line ends with the Mulliken charge.
CARTESIAN COORDINATES (ANGSTROEM)
C  2.6024  -0.8782  1.0223  -1.132
C  1.6463  0.2598  1.3797  -0.414
C  0.3183  -0.2296  1.9369  -0.515
N  -0.4709  -1.0045  0.9440  -0.295
C  -1.7478  -0.4315  0.5631  -0.349
C  -1.7626  0.2325  -0.8162  -1.118
H  2.1021  -1.7101  0.5046  0.319
H  3.0997  -1.3414  1.8829  0.305
H  3.4271  -0.6050  0.3580  0.331
H  2.1661  0.8746  2.1195  0.309
H  1.4304  0.8276  0.4750  0.262
H  -0.2598  0.6420  2.2690  0.278
H  0.4325  -0.8719  2.8148  0.324
H  0.0628  -1.0917  0.0861  0.156
H  -2.5615  -1.1514  0.5901  0.331
H  -2.0466  0.3232  1.2852  0.247
H  -2.7606  0.1849  -1.2600  0.389
H  -1.4262  1.2666  -0.7954  0.306
H  -1.0712  -0.2755  -1.5003  0.268
O  -1.0895  1.9853  -4.3983  -0.638
H  -1.4518  1.8364  -5.2794  0.317
H  -0.6392  1.1580  -4.1817  0.322


Preferred: <B>; penalty for the next structure: 0.402 eV.


<A>
Computed, not measured: a cluster of 2 separate species, C5H15NO in total, with wB97M-V/def2-TZVPD.

- LUMO energy (Eh) = 0.026
- charge = 0
- molar mass (g/mol) = 105.2
- highest occupied orbital energy (eV) = -8.54

Each line ends with the Mulliken charge.
CARTESIAN COORDINATES (ANGSTROEM)
C  0.0209  -1.1414  -0.9917  -0.777
C  -1.0066  0.0965  -0.6912  0.094
C  -2.4032  -0.6650  -0.7568  -1.336
N  -0.9917  0.6943  0.7035  -0.042
C  -0.1626  1.8780  0.6587  -0.779
C  -0.5158  -0.2047  1.7262  -0.845
H  -0.0102  -1.2848  -2.1293  0.373
H  -0.3311  -2.0528  -0.4204  0.292
H  1.1050  -0.9002  -0.7920  0.028
H  -1.0691  0.9463  -1.4696  0.336
H  -2.7411  -1.0805  -1.7580  0.335
H  -2.4197  -1.4765  -0.0005  0.284
H  -3.1378  0.0284  -0.3340  0.416
H  -0.6496  2.6039  -0.0075  0.281
H  -0.0026  2.3936  1.7220  0.249
H  0.8425  1.4579  0.2769  0.243
H  -0.6159  0.1629  2.6843  0.418
H  0.4574  -0.6700  1.4878  0.229
H  -1.1491  -1.1374  1.5835  0.208
O  4.1853  -0.2896  -0.5761  -0.652
H  4.2897  -1.1677  -0.8160  0.305
H  3.2943  -0.1471  -0.0138  0.338


<B>
Computed, not measured: a cluster of 2 separate species, C5H15NO in total, with wB97M-V/def2-TZVPD.

- LUMO energy (Eh) = 0.032
- charge = 0
- molar mass (g/mol) = 105.2
- highest occupied orbital energy (eV) = -8.85

Each line ends with the Mulliken charge.
CARTESIAN COORDINATES (ANGSTROEM)
C  -1.5593  1.6495  1.2943  -1.236
C  -0.7213  1.4289  0.0422  -0.321
C  0.4427  0.4367  0.5634  -0.995
N  0.0487  -0.9195  0.7894  -0.009
C  -0.4622  -1.7226  -0.3215  -0.899
C  1.2839  -1.5888  1.1755  -1.050
H  -2.1595  0.8156  1.6852  0.322
H  -1.0591  2.0256  2.1903  0.320
H  -2.4496  2.2814  1.0455  0.362
H  -0.1892  2.2096  -0.4990  0.363
H  -1.3264  0.8878  -0.6854  0.243
H  0.8155  0.9297  1.4465  0.585
H  1.2414  0.4774  -0.2185  0.392
H  -0.4362  -2.7726  0.0061  0.372
H  0.2503  -1.8639  -1.2002  0.276
H  -1.4045  -1.2703  -0.6810  0.280
H  1.6653  -1.2325  2.1579  0.304
H  1.1275  -2.6936  1.4427  0.332
H  2.1192  -1.4069  0.4590  0.370
O  0.7010  0.7506  -2.9102  -0.653
H  1.3266  0.4010  -3.5506  0.298
H  0.5209  0.1220  -2.2081  0.342


<C>
Computed, not measured: a cluster of 2 separate species, C5H15NO in total, with wB97M-V/def2-TZVPD.

- LUMO energy (Eh) = 0.032
- charge = 0
- molar mass (g/mol) = 105.2
- highest occupied orbital energy (eV) = -9.20

Each line ends with the Mulliken charge.
CARTESIAN COORDINATES (ANGSTROEM)
C  -2.3529  0.7353  1.7473  -1.144
C  -0.8011  0.8323  1.6929  -0.466
C  -0.0408  -0.3619  1.1236  -0.646
C  -0.6325  -0.9146  -0.1866  -0.481
C  -0.0424  -0.2707  -1.4812  -0.768
N  1.0494  -1.0049  -2.0752  -0.543
H  -2.8598  1.3481  1.0054  0.261
H  -2.6472  1.0335  2.7274  0.356
H  -2.6556  -0.2861  1.5542  0.330
H  -0.4489  1.7823  1.2818  0.331
H  -0.5126  1.0039  2.7307  0.377
H  0.0427  -1.1292  1.8935  0.315
H  0.9724  -0.0452  0.8477  0.236
H  -1.7252  -0.9035  -0.1671  0.362
H  -0.3684  -1.9287  -0.2881  0.411
H  0.2756  0.7622  -1.3383  0.313
H  -0.8942  -0.2815  -2.1542  0.329
H  1.8616  -1.1256  -1.4910  0.220
H  0.7677  -1.8720  -2.5027  0.218
O  3.9746  0.7063  -1.7830  -0.664
H  3.0757  0.6237  -2.1063  0.339
H  3.9619  1.2964  -1.0309  0.314


Preferred: <C>; penalty for the next structure: 1.019 eV.


<A>
Computed, not measured: the molecule C5H6BrF, with wB97M-V/def2-TZVPD.

- LUMO energy (Eh) = 0.032
- charge = 0
- molar mass (g/mol) = 165.0
- highest occupied orbital energy (eV) = -9.38

Each line ends with the Mulliken charge.
CARTESIAN COORDINATES (ANGSTROEM)
F  1.3823  -1.5833  0.3426  -0.279
C  1.3852  -0.2071  0.0630  0.283
Br  3.2400  0.3040  -0.0366  -0.147
C  0.1622  0.7113  0.7697  -0.447
C  -1.1147  -0.2586  0.7196  -0.409
C  -0.9623  -0.3045  -0.8305  -0.745
C  0.3200  0.5123  -0.7194  0.001
H  0.2736  1.6721  1.2658  0.352
H  -2.0827  0.3156  1.1597  0.261
H  -0.8782  -1.2323  1.2735  0.228
H  -0.7632  -1.3821  -1.2467  0.207
H  -1.7250  0.1537  -1.2658  0.387
H  0.7629  1.2989  -1.4948  0.307


<B>
Computed, not measured: a cluster of 2 separate species, C5H6BrF in total, with wB97M-V/def2-TZVPD.

- LUMO energy (spin up / spin down) (Eh) = -0.030 / -0.033
- charge = 0
- molar mass (g/mol) = 165.0
- highest occupied orbital energy (spin up / spin down) (eV) = -7.87 / -8.06

Each line ends with the Mulliken charge.
CARTESIAN COORDINATES (ANGSTROEM)
C  -0.7464  2.8167  -0.3664  -0.569
C  0.0200  1.7382  -0.5513  -0.012
C  0.0839  0.7285  0.4893  -0.166
C  0.5367  -1.4830  -0.5028  0.045
C  0.3548  -2.5950  0.4936  -0.597
F  1.6838  -1.3443  -1.0937  -0.173
Br  -1.4221  0.3371  1.5328  -0.132
H  -0.5514  3.8286  -0.9310  0.201
H  -1.5390  2.6631  0.2872  0.259
H  0.7982  1.6810  -1.2179  0.365
H  0.0563  -3.3257  -0.2132  0.297
H  -0.5706  -2.2293  1.0291  0.201
H  1.2958  -2.8160  1.0444  0.280


Preferred: <A>; penalty for the next structure: 4.125 eV.


<A>
Computed, not measured: a cluster of 2 separate species, CH4FNO2 in total, with wB97M-V/def2-TZVPD.

- LUMO energy (spin up / spin down) (Eh) = -0.147 / -0.147
- charge = 0
- molar mass (g/mol) = 81.0
- highest occupied orbital energy (spin up / spin down) (eV) = -11.53 / -11.53

Each line ends with the Mulliken charge.
CARTESIAN COORDINATES (ANGSTROEM)
C  0.3543  -0.1176  -0.5208  0.512
N  1.0765  -0.3704  0.5675  -0.192
O  -0.6442  -1.0133  -0.9100  -0.498
O  -0.1378  1.2020  -0.5117  -0.508
F  -0.6691  0.6421  1.9048  -0.590
H  1.1693  -0.1465  -1.3044  0.202
H  0.7576  -1.1962  1.0316  0.294
H  -1.5431  -0.5847  -0.6298  0.365
H  -0.3634  1.5847  0.3728  0.416


<B>
Computed, not measured: the molecule CH4FNO2, with wB97M-V/def2-TZVPD.

- LUMO energy (Eh) = 0.019
- charge = 0
- molar mass (g/mol) = 81.0
- highest occupied orbital energy (eV) = -10.59

Each line ends with the Mulliken charge.
CARTESIAN COORDINATES (ANGSTROEM)
O  0.7177  0.5674  1.1564  -0.522
C  0.1859  0.1647  -0.0683  0.256
O  0.7866  -1.0107  -0.4671  -0.558
N  -1.2081  -0.1245  0.0190  -0.223
F  -1.7692  1.1835  -0.1921  -0.207
H  0.7433  -0.2161  1.8216  0.319
H  0.2865  1.0625  -0.8216  0.306
H  1.8168  -0.9500  -0.6128  0.342
H  -1.5596  -0.6770  -0.8350  0.287


Preferred: <B>; penalty for the next structure: 2.710 eV.


<A>
Computed, not measured: a structure of composition C4H11ClNO3RuTi, with wB97M-V/def2-TZVPD.

- multiplicity = 7
- LUMO energy (spin up / spin down) (Eh) = 0.099 / 0.040
- charge = -1
- molar mass (g/mol) = 305.5
- highest occupied orbital energy (spin up / spin down) (eV) = -2.73 / -4.94

Each line ends with the Mulliken spin population.
CARTESIAN COORDINATES (ANGSTROEM)
Ru  -0.3111  1.9074  -1.2799  2.911
Cl  -2.6009  2.4149  -1.0196  0.204
C  0.5609  2.0224  -3.1041  -0.037
C  0.8237  3.4482  -0.6769  -0.083
H  1.3354  2.7937  -3.2559  0.013
H  1.0007  1.0406  -3.2907  0.012
H  -0.2380  2.1955  -3.8487  0.026
H  1.6056  3.7733  -1.3731  0.021
H  1.2916  3.0844  0.2370  0.024
H  0.1863  4.3072  -0.4321  0.026
Ti  -0.2647  -1.0313  0.5824  1.051
C  -0.2442  -0.1796  2.4524  -0.015
C  1.7424  0.3343  -0.7521  0.669
H  0.6526  0.4003  2.6910  -0.002
H  -1.1501  0.4295  2.5202  0.004
H  -0.3443  -1.0783  3.0819  0.015
H  2.3274  0.8530  0.0489  0.006
H  2.3279  0.2559  -1.6938  -0.001
O  -1.6263  -2.2141  0.0619  0.102
N  -0.6429  -2.7320  1.1939  0.485
O  -0.9227  -3.7721  1.6863  0.325
O  1.3279  -0.9152  -0.3672  0.244


<B>
Computed, not measured: a structure of composition C4H11ClNO3RuTi, with wB97M-V/def2-TZVPD.

- multiplicity = 7
- LUMO energy (spin up / spin down) (Eh) = 0.114 / 0.027
- charge = -1
- molar mass (g/mol) = 305.5
- highest occupied orbital energy (spin up / spin down) (eV) = -2.00 / -4.41

Each line ends with the Mulliken spin population.
CARTESIAN COORDINATES (ANGSTROEM)
Ru  0.8761  -0.3720  -2.1571  2.601
Cl  1.7682  -1.9354  -0.7373  0.153
C  2.0158  1.0853  -2.8225  -0.136
C  -0.4173  -0.7538  -3.6366  0.072
H  1.6863  1.2813  -3.8536  0.052
H  1.9201  1.9116  -2.1041  0.035
H  2.9998  0.5889  -2.8008  0.013
H  -0.1916  -0.0495  -4.4557  0.010
H  -1.4711  -0.7022  -3.3043  -0.006
H  -0.1107  -1.7884  -3.9275  0.064
Ti  0.2149  -0.3794  0.8676  2.009
C  -1.7302  -0.8788  0.7122  0.771
C  -0.2242  0.9757  -1.0686  0.075
H  -2.3794  -0.3748  -0.0089  0.020
H  -1.7644  -1.9419  0.4129  0.073
H  -2.1249  -0.6195  1.7177  0.043
H  -1.3373  0.7274  -1.0367  -0.004
H  -0.0490  1.8866  -1.7058  0.012
O  0.8669  -0.6771  2.6950  0.045
N  -0.1603  0.2225  2.9690  0.025
O  -0.4238  0.4036  4.1253  -0.007
O  0.1689  1.4575  0.3694  0.081


Preferred: <A>; penalty for the next structure: 2.047 eV.